A cluster of 11 separate species, C57H111N5O25 in total in a non-equilibrium geometry. Source: the OMol25 dataset; level of theory: the ωB97M-V functional and the def2-TZVPD basis.

Each line ends with the Mulliken spin population.
Geometry (Å):
1 C -5.59 6.75 3.12  0.85
2 C -4.46 7.24 2.36  0.43
3 O -3.51 6.26 2.54  -0.93
4 C -4.19 5.10 2.95  0.37
5 O -3.63 4.01 3.20  -0.03
6 O -5.37 5.38 3.31  -0.48
7 H -6.57 6.82 2.65  -0.60
8 H -5.54 7.39 4.00  -0.10
9 H -3.98 8.12 2.78  -0.28
10 H -4.68 7.59 1.35  1.48
11 C -3.66 7.61 -2.00  1.42
12 C -2.43 7.11 -1.18  -0.28
13 O -2.22 5.79 -1.74  -0.03
14 C -2.75 5.77 -2.97  0.07
15 O -2.69 4.87 -3.74  -0.04
16 O -3.38 6.88 -3.22  -0.48
17 H -3.49 8.66 -2.24  0.09
18 H -4.61 7.45 -1.50  -0.61
19 H -2.79 7.14 -0.15  0.45
20 H -1.58 7.78 -1.07  -0.11
21 C -4.84 -1.48 -1.66  0.00
22 C -4.14 -2.54 -0.94  0.01
23 O -2.94 -1.89 -0.62  0.00
24 C -2.77 -0.80 -1.33  -0.01
25 O -1.85 0.02 -1.33  0.01
26 O -3.86 -0.54 -1.96  0.00
27 H -5.65 -1.14 -1.01  0.00
28 H -5.35 -1.81 -2.56  0.00
29 H -3.99 -3.39 -1.60  0.00
30 H -4.60 -2.73 0.03  0.00
31 C -1.92 0.94 2.09  0.05
32 C -1.90 -0.44 2.70  0.00
33 O -3.24 -0.58 3.09  0.00
34 C -3.96 0.12 2.15  0.00
35 O -5.12 -0.12 1.76  -0.01
36 O -3.14 0.99 1.57  -0.03
37 H -1.29 1.30 1.28  0.00
38 H -1.81 1.68 2.88  0.01
39 H -1.18 -0.32 3.51  0.00
40 H -1.54 -1.21 2.01  0.00
41 C -1.07 -2.75 5.38  0.00
42 C -1.09 -4.26 5.37  0.00
43 O 0.28 -4.55 5.04  0.00
44 C 1.07 -3.46 5.15  0.00
45 O 2.27 -3.36 5.02  0.00
46 O 0.26 -2.49 5.51  0.00
47 H -1.62 -2.33 6.22  0.00
48 H -1.35 -2.27 4.45  0.00
49 H -1.59 -4.64 4.48  0.00
50 H -1.47 -4.62 6.32  0.00
51 C 1.72 -3.10 -3.18  0.00
52 C 2.36 -4.36 -3.73  0.00
53 O 3.10 -4.89 -2.62  0.00
54 C 3.26 -3.93 -1.75  0.00
55 O 3.81 -4.08 -0.64  0.00
56 O 2.59 -2.82 -2.11  0.00
57 H 0.80 -3.39 -2.67  0.00
58 H 1.53 -2.28 -3.88  0.00
59 H 2.84 -4.11 -4.67  0.00
60 H 1.40 -4.85 -3.92  0.00
61 C 7.27 2.15 -2.12  0.00
62 C 7.00 1.57 -0.67  0.00
63 C 8.42 1.56 0.18  0.00
64 C 8.23 1.24 1.65  0.00
65 C 7.27 2.33 2.22  0.00
66 C 5.96 2.63 1.47  0.00
67 N 6.24 2.62 0.04  0.00
68 O 5.24 3.14 -0.62  0.00
69 C 4.80 1.58 1.84  0.00
70 C 5.46 4.01 2.05  0.00
71 C 6.44 0.18 -0.80  0.00
72 H 7.65 3.17 -2.00  0.00
73 H 6.29 2.16 -2.59  0.00
74 H 7.85 1.52 -2.80  0.00
75 H 9.02 0.75 -0.22  0.00
76 H 9.00 2.46 -0.02  0.00
77 H 9.25 1.01 1.97  0.00
78 H 7.86 0.22 1.76  0.00
79 H 7.85 3.26 2.25  0.00
80 H 7.05 2.07 3.26  0.00
81 H 4.24 1.74 2.77  0.00
82 H 4.24 1.39 0.93  0.00
83 H 5.22 0.58 1.92  0.00
84 H 6.26 4.73 1.86  0.00
85 H 4.58 4.36 1.50  0.00
86 H 5.17 4.06 3.10  0.00
87 H 5.49 -0.02 -1.30  0.00
88 H 6.43 -0.44 0.10  0.00
89 H 7.28 -0.27 -1.32  0.00
90 H 5.41 4.06 -0.39  0.00
91 C -3.83 -0.83 -7.25  0.00
92 C -2.61 -1.06 -6.36  0.00
93 C -1.30 -1.13 -7.23  0.00
94 C -0.88 0.32 -7.64  0.00
95 C -0.53 1.08 -6.37  0.00
96 C -1.68 1.26 -5.43  0.00
97 N -2.42 -0.03 -5.32  0.00
98 O -3.62 0.13 -4.53  -0.01
99 C -1.19 1.78 -4.05  -0.01
100 C -2.59 2.27 -6.06  0.00
101 C -2.67 -2.39 -5.77  0.00
102 H -4.31 -1.76 -7.57  0.00
103 H -3.51 -0.21 -8.08  0.00
104 H -4.63 -0.36 -6.68  0.00
105 H -0.47 -1.79 -6.98  0.00
106 H -1.70 -1.55 -8.16  0.00
107 H -1.58 0.95 -8.19  0.00
108 H 0.01 0.30 -8.27  0.00
109 H -0.15 2.07 -6.60  0.00
110 H 0.31 0.49 -6.03  0.00
111 H -0.46 1.14 -3.56  0.00
112 H -0.72 2.75 -4.19  0.00
113 H -2.14 1.85 -3.51  0.00
114 H -3.31 2.60 -5.31  0.00
115 H -2.03 3.11 -6.47  0.00
116 H -3.23 1.75 -6.78  0.00
117 H -3.51 -2.55 -5.09  0.00
118 H -1.76 -2.65 -5.22  0.00
119 H -2.91 -3.24 -6.41  0.00
120 H -3.33 0.35 -3.64  0.00
121 C -0.89 -8.49 -3.78  0.00
122 C -1.33 -8.25 -2.25  0.00
123 C -0.28 -9.20 -1.52  0.00
124 C -0.23 -8.91 0.07  0.00
125 C -0.03 -7.36 0.23  0.00
126 C -1.09 -6.44 -0.42  0.00
127 N -1.21 -6.79 -1.83  0.00
128 O -2.12 -6.06 -2.52  0.00
129 C -2.30 -6.34 0.50  0.00
130 C -0.54 -4.99 -0.49  0.00
131 C -2.70 -8.82 -1.92  0.00
132 H 0.08 -8.02 -3.93  0.00
133 H -1.61 -7.92 -4.37  0.00
134 H -0.86 -9.54 -4.08  0.00
135 H -0.57 -10.24 -1.63  0.00
136 H 0.74 -9.09 -1.89  0.00
137 H 0.42 -9.58 0.63  0.00
138 H -1.24 -9.10 0.44  0.00
139 H 1.00 -7.21 -0.11  0.00
140 H -0.16 -7.17 1.29  0.00
141 H -2.71 -7.33 0.68  0.00
142 H -2.06 -6.06 1.52  0.00
143 H -3.06 -5.65 0.12  0.00
144 H -0.31 -4.81 0.56  0.00
145 H 0.29 -4.95 -1.19  0.00
146 H -1.13 -4.13 -0.78  0.00
147 H -3.59 -8.25 -2.21  0.00
148 H -2.90 -8.88 -0.85  0.00
149 H -2.79 -9.84 -2.30  0.00
150 H -2.93 -6.49 -2.23  0.00
151 C 1.32 -1.74 2.07  0.00
152 O 1.34 -0.45 1.54  0.00
153 C 1.73 -0.33 0.20  0.00
154 C 1.29 1.08 -0.42  0.00
155 N 1.52 2.25 0.28  0.01
156 C 1.36 3.38 -0.57  0.00
157 C 1.25 4.72 0.07  -0.04
158 O 0.39 4.78 1.22  0.04
159 C -1.00 4.75 0.95  -0.48
160 H 2.28 -1.93 2.55  0.00
161 H 1.07 -2.54 1.37  0.00
162 H 0.50 -1.84 2.78  0.00
163 H 1.50 -1.18 -0.44  0.00
164 H 2.82 -0.39 0.23  0.00
165 H 0.24 0.98 -0.73  0.00
166 H 1.80 1.11 -1.38  0.00
167 H 0.96 2.09 1.10  0.00
168 H 0.42 3.14 -1.07  0.00
169 H 2.07 3.28 -1.39  -0.01
170 H 0.93 5.56 -0.54  0.01
171 H 2.27 4.87 0.41  0.02
172 H -1.57 4.14 1.65  0.07
173 H -0.99 4.30 -0.04  0.04
174 H -1.46 5.74 0.99  0.12
175 C 3.55 1.14 6.30  0.00
176 O 2.28 1.65 6.04  0.00
177 C 1.82 1.52 4.76  0.00
178 C 0.51 2.41 4.75  0.02
179 N -0.49 1.95 5.64  -0.01
180 C -1.72 2.79 5.67  0.00
181 C -1.67 4.11 6.50  -0.06
182 O -1.81 3.89 7.95  -0.01
183 C -2.42 4.99 8.57  0.04
184 H 3.97 1.49 7.24  0.00
185 H 4.30 1.37 5.54  0.00
186 H 3.45 0.05 6.26  0.00
187 H 1.79 0.49 4.40  0.00
188 H 2.38 2.05 3.98  0.00
189 H 0.21 2.61 3.72  0.00
190 H 0.93 3.38 5.00  0.00
191 H -0.07 1.76 6.54  0.00
192 H -2.61 2.18 5.79  0.00
193 H -1.77 3.08 4.62  0.00
194 H -2.54 4.61 6.06  0.03
195 H -0.91 4.83 6.19  0.00
196 H -2.51 4.85 9.65  0.00
197 H -3.42 5.35 8.29  0.00
198 H -1.73 5.82 8.45  0.00

Properties
Lowest unoccupied orbital energy (spin up / spin down) (Eh): 0.0512 / 0.0511
Total charge: -1
HOMO level (spin up / spin down) (eV): 0.135 / -6.036
Molecular weight (u): 1266.5
Multiplicity: 2



A cluster of 15 separate species, C57H117N3O39 in total in a non-equilibrium geometry. Source: the OMol25 dataset; level of theory: the ωB97M-V functional and the def2-TZVPD basis.

Each line ends with the Löwdin charge.
Geometry (Å):
1 C -3.30 5.77 2.65  -0.05
2 C -1.79 5.73 2.87  -0.19
3 O -1.55 4.93 4.02  0.01
4 C -1.47 5.51 5.22  -0.56
5 O -1.64 6.71 5.51  0.09
6 O -0.98 4.58 6.04  -0.03
7 C -0.82 4.96 7.44  0.02
8 H -3.81 6.24 3.49  0.07
9 H -3.69 4.75 2.44  0.06
10 H -3.50 6.29 1.73  0.06
11 H -1.39 6.73 2.98  0.13
12 H -1.29 5.25 2.04  0.09
13 H -0.48 5.95 7.40  0.08
14 H -0.07 4.29 7.81  0.09
15 H -1.73 4.74 7.91  0.08
16 C -0.78 -4.26 3.87  -0.05
17 C -2.19 -3.74 3.64  -0.15
18 O -2.84 -3.55 4.94  0.06
19 C -3.37 -4.60 5.47  -0.62
20 O -3.39 -5.75 5.03  0.08
21 O -3.95 -4.28 6.65  -0.02
22 C -4.27 -5.45 7.58  0.03
23 H -0.25 -3.51 4.46  0.08
24 H -0.21 -4.36 2.98  0.02
25 H -0.83 -5.23 4.35  0.09
26 H -2.69 -4.51 3.12  0.09
27 H -2.27 -2.76 3.14  0.14
28 H -3.49 -6.19 7.44  0.08
29 H -5.21 -5.86 7.42  0.07
30 H -4.26 -4.97 8.55  0.09
31 C 5.99 -5.94 3.04  -0.04
32 C 6.79 -5.33 1.89  -0.13
33 O 5.91 -4.68 0.90  0.02
34 C 5.54 -3.49 1.29  -0.68
35 O 5.70 -3.01 2.37  0.14
36 O 4.85 -2.89 0.33  -0.03
37 C 4.45 -1.50 0.52  0.02
38 H 5.75 -6.93 2.88  0.05
39 H 5.09 -5.43 3.20  0.04
40 H 6.47 -5.75 4.00  0.09
41 H 7.35 -6.03 1.25  0.13
42 H 7.42 -4.50 2.20  0.12
43 H 3.64 -1.63 1.23  0.06
44 H 4.17 -1.22 -0.47  0.08
45 H 5.26 -0.91 0.94  0.11
46 C 2.54 -4.08 -2.32  -0.05
47 C 3.62 -5.16 -2.14  -0.19
48 O 3.45 -5.78 -0.85  0.03
49 C 4.23 -6.75 -0.44  -0.62
50 O 4.01 -7.32 0.59  0.12
51 O 5.18 -7.02 -1.38  -0.03
52 C 6.08 -8.15 -1.17  0.00
53 H 2.54 -3.36 -1.48  0.06
54 H 1.53 -4.53 -2.45  0.09
55 H 2.83 -3.52 -3.22  0.07
56 H 4.57 -4.67 -2.18  0.11
57 H 3.62 -5.92 -2.93  0.13
58 H 5.94 -8.93 -1.89  0.08
59 H 6.04 -8.54 -0.13  0.10
60 H 7.06 -7.75 -1.34  0.08
61 C -2.68 3.16 -6.58  -0.05
62 C -2.83 3.23 -5.09  -0.18
63 O -3.57 2.13 -4.47  0.01
64 C -2.75 1.11 -4.11  -0.57
65 O -1.55 1.17 -4.03  0.10
66 O -3.55 0.09 -3.75  0.01
67 C -2.84 -1.00 -3.16  -0.05
68 H -1.98 3.89 -6.86  0.05
69 H -3.67 3.24 -7.02  0.09
70 H -2.29 2.23 -6.95  0.06
71 H -3.46 4.09 -4.94  0.12
72 H -1.87 3.32 -4.57  0.11
73 H -2.79 -1.86 -3.80  0.08
74 H -3.35 -1.24 -2.22  0.11
75 H -1.79 -0.69 -2.91  0.08
76 C 1.18 0.48 -1.86  -0.01
77 C 0.68 0.71 -0.41  -0.18
78 O -0.62 0.13 -0.28  0.03
79 C -1.48 0.58 0.63  -0.59
80 O -2.63 0.18 0.62  0.12
81 O -0.93 1.49 1.41  0.00
82 C -1.61 2.18 2.48  0.02
83 H 2.18 0.94 -2.10  0.09
84 H 0.41 0.78 -2.55  0.05
85 H 1.31 -0.58 -1.93  0.05
86 H 0.61 1.76 -0.12  0.11
87 H 1.36 0.27 0.31  0.09
88 H -2.44 1.62 2.87  0.09
89 H -2.04 3.09 2.12  0.06
90 H -0.88 2.49 3.21  0.09
91 C -7.18 6.75 4.24  -0.07
92 C -7.23 5.29 4.49  -0.28
93 O -6.00 4.72 4.44  0.03
94 C -5.64 3.80 5.31  -0.57
95 O -6.27 3.31 6.25  0.12
96 O -4.44 3.32 4.93  -0.03
97 C -3.80 2.44 5.89  -0.01
98 H -7.01 6.91 3.17  0.09
99 H -6.46 7.30 4.88  0.10
100 H -8.14 7.19 4.47  0.07
101 H -7.86 4.83 3.68  0.15
102 H -7.68 5.04 5.44  0.12
103 H -2.86 2.27 5.38  0.09
104 H -4.31 1.55 6.07  0.08
105 H -3.57 3.01 6.80  0.10
106 C -6.16 1.14 2.52  -0.06
107 C -5.41 2.26 1.94  -0.19
108 O -5.51 2.13 0.46  0.03
109 C -4.65 2.86 -0.20  -0.56
110 O -3.93 3.76 0.30  0.06
111 O -4.53 2.56 -1.50  0.00
112 C -5.67 2.00 -2.23  -0.01
113 H -7.19 1.19 2.10  0.09
114 H -6.26 1.34 3.61  0.09
115 H -5.90 0.09 2.32  0.09
116 H -4.34 2.25 2.20  0.10
117 H -5.86 3.27 2.08  0.14
118 H -5.32 1.83 -3.28  0.08
119 H -6.45 2.75 -2.37  0.10
120 H -6.01 1.04 -1.86  0.10
121 C 0.05 -8.16 0.17  -0.06
122 C -1.18 -7.43 0.58  -0.16
123 O -1.36 -6.36 -0.46  0.04
124 C -1.02 -5.12 -0.21  -0.61
125 O -0.75 -4.59 0.82  0.10
126 O -1.01 -4.44 -1.39  -0.03
127 C -0.92 -2.98 -1.25  0.00
128 H 0.37 -8.89 0.89  0.08
129 H 0.82 -7.32 0.20  0.10
130 H -0.08 -8.59 -0.83  0.09
131 H -1.13 -6.96 1.56  0.12
132 H -2.06 -8.10 0.57  0.13
133 H -1.75 -2.71 -0.56  0.11
134 H -0.97 -2.48 -2.25  0.08
135 H 0.07 -2.78 -0.84  0.07
136 C -1.80 5.91 -1.01  -0.05
137 C -1.20 4.51 -1.15  -0.18
138 O 0.20 4.53 -1.51  0.05
139 C 1.02 4.21 -0.53  -0.64
140 O 0.74 4.33 0.66  0.09
141 O 2.13 3.74 -1.05  0.00
142 C 3.19 3.37 -0.11  0.00
143 H -2.81 5.99 -0.54  0.08
144 H -1.92 6.36 -1.99  0.07
145 H -1.16 6.53 -0.39  0.08
146 H -1.73 3.93 -1.91  0.12
147 H -1.28 3.96 -0.22  0.09
148 H 3.46 4.17 0.58  0.10
149 H 4.03 3.09 -0.76  0.08
150 H 2.88 2.54 0.53  0.05
151 C -0.08 -1.82 -5.66  -0.05
152 C -1.27 -1.24 -6.40  -0.18
153 O -1.08 -1.71 -7.75  0.04
154 C -1.99 -1.42 -8.66  -0.61
155 O -3.07 -0.94 -8.43  0.13
156 O -1.60 -1.92 -9.84  0.00
157 C -2.61 -1.66 -10.85  -0.02
158 H 0.88 -1.37 -5.95  0.07
159 H 0.09 -2.83 -5.92  0.07
160 H -0.23 -1.72 -4.57  0.07
161 H -1.36 -0.19 -6.24  0.10
162 H -2.16 -1.74 -6.11  0.11
163 H -2.50 -0.61 -11.07  0.09
164 H -3.62 -1.80 -10.52  0.09
165 H -2.28 -2.26 -11.71  0.10
166 C 6.14 4.33 -2.24  -0.09
167 C 6.89 3.34 -3.01  -0.20
168 O 6.55 1.99 -2.55  0.05
169 C 6.15 1.14 -3.51  -0.66
170 O 6.50 1.11 -4.65  0.13
171 O 5.42 0.20 -3.00  -0.01
172 C 4.82 -0.81 -3.81  -0.02
173 H 6.24 5.34 -2.63  0.09
174 H 6.36 4.42 -1.15  0.10
175 H 5.07 4.24 -2.31  0.05
176 H 7.95 3.54 -2.85  0.13
177 H 6.71 3.53 -4.05  0.12
178 H 4.22 -0.27 -4.56  0.08
179 H 4.29 -1.56 -3.15  0.10
180 H 5.61 -1.28 -4.42  0.10
181 C 3.01 0.85 3.19  -0.30
182 O 3.38 1.17 2.08  0.00
183 N 2.50 1.74 4.09  -0.18
184 C 2.30 1.36 5.49  -0.04
185 C 2.36 3.15 3.81  -0.04
186 H 3.07 -0.15 3.67  0.13
187 H 3.17 1.72 6.06  0.10
188 H 2.30 0.26 5.48  0.07
189 H 1.34 1.67 5.87  0.08
190 H 3.32 3.68 3.88  0.10
191 H 1.96 3.36 2.83  0.07
192 H 1.68 3.62 4.49  0.07
193 C 1.39 3.71 -5.59  -0.28
194 O 0.38 3.99 -6.25  -0.01
195 N 1.95 2.47 -5.51  -0.18
196 C 3.23 2.31 -4.91  -0.06
197 C 1.34 1.34 -6.20  -0.03
198 H 1.94 4.48 -5.10  0.12
199 H 3.94 2.00 -5.70  0.11
200 H 3.15 1.62 -4.11  0.05
201 H 3.47 3.23 -4.40  0.08
202 H 0.70 0.73 -5.60  0.04
203 H 0.75 1.75 -7.08  0.11
204 H 2.15 0.69 -6.65  0.11
205 C 2.34 -3.07 3.96  -0.38
206 O 1.95 -2.39 4.90  -0.01
207 N 1.96 -3.02 2.70  -0.15
208 C 2.25 -4.10 1.82  -0.05
209 C 1.01 -1.98 2.15  0.01
210 H 2.97 -3.97 4.10  0.14
211 H 1.35 -4.70 1.60  0.08
212 H 3.07 -4.79 2.10  0.10
213 H 2.57 -3.75 0.86  0.06
214 H 0.73 -1.29 2.95  0.10
215 H 1.43 -1.39 1.30  0.07
216 H 0.14 -2.51 1.82  0.05

Properties
Lowest unoccupied orbital energy (Eh): 0.0164
HOMO level (eV): -9.266
Molecular weight (u): 1468.5
Multiplicity: 1